Entry 1:
140
Properties=species:S:1:pos:R:3:mulliken_spin:R:1 method="wB97M-V/def2-TZVPD" multiplicity=2 charge=-2 energy_ha=-5493.02927 e_lumo_ev="3.2551 / 3.2551" mol_weight_g_mol=1352.8
Y -1.2775 0.2838 0.6297 0.001
C 1.6764 -5.9709 3.6962 0.003
C 0.4525 -6.4835 2.9372 0.010
C -0.5296 -7.1252 3.8997 0.004
C -1.7874 -7.5843 3.1766 -0.012
C -2.4218 -6.4040 2.4865 -0.043
C -3.8288 -6.3333 2.3207 0.284
C -4.3600 -5.2216 1.7097 -0.144
F -5.7149 -5.1701 1.5373 -0.004
C -3.6001 -4.1634 1.2709 0.248
C -2.1877 -4.2080 1.4422 -0.222
C -1.3748 -3.1290 1.0075 0.360
O -1.9339 -2.0172 0.5872 0.098
C 0.0449 -3.3796 0.9501 -0.096
C 0.5614 -4.4834 1.5236 0.237
N -0.2128 -5.4036 2.2055 -0.050
C -1.6159 -5.3642 2.0558 0.173
C 0.9885 -2.4958 0.1924 -0.033
O 2.0480 -2.9820 -0.2492 -0.009
O 0.6279 -1.2809 0.0400 -0.027
H 2.0121 -6.7361 4.4025 -0.001
H 1.4157 -5.0655 4.2532 0.001
H 2.5127 -5.7315 3.0381 0.003
H 0.7778 -7.2508 2.2191 -0.006
H -0.8048 -6.3788 4.6535 0.000
H -0.0295 -7.9515 4.4089 0.000
H -2.4963 -8.0236 3.8834 0.000
H -1.5288 -8.3697 2.4544 0.001
H -4.4721 -7.1359 2.6672 0.040
H -4.0420 -3.3026 0.7865 0.096
H 1.6197 -4.6798 1.4422 0.059
Te 3.0582 3.2048 -1.9860 0.000
C 4.7406 2.6048 -0.8512 0.000
C 5.1813 3.4094 0.1923 0.000
C 6.3416 3.0481 0.8695 0.000
N 7.0686 1.9673 0.5698 0.000
C 6.6154 1.1911 -0.4221 0.000
C 5.4699 1.4646 -1.1576 0.000
C 1.5891 1.8813 -1.1222 -0.001
P 0.8112 1.2045 -2.5531 0.001
C 2.1851 0.2712 -3.3372 0.002
C 2.7177 -0.7430 -2.5392 -0.011
C 3.7936 -1.4916 -2.9975 0.000
C 4.3593 -1.2123 -4.2368 0.000
C 3.8320 -0.1972 -5.0303 0.000
C 2.7432 0.5400 -4.5829 0.000
C 0.1560 2.2481 -3.9303 0.000
C -0.3814 1.6374 -5.0621 -0.001
C -0.8260 2.3883 -6.1417 0.000
C -0.7432 3.7718 -6.1047 0.000
C -0.2295 4.3930 -4.9807 0.000
C 0.2061 3.6317 -3.8971 -0.001
P 0.7704 2.3709 0.4902 0.001
C 1.3927 1.0941 1.6563 0.000
C 0.3326 0.3609 2.3098 0.011
C 1.8060 -0.4327 4.2738 -0.001
C 2.8269 -1.0285 3.3493 0.011
C 3.2569 -0.4627 2.1986 -0.007
C 2.6893 0.6843 1.5572 0.000
C 1.6173 3.8659 1.1375 0.000
C 1.5012 5.1037 0.4985 0.001
C 2.0646 6.2483 1.0427 0.000
C 2.7362 6.1785 2.2622 0.000
C 2.8204 4.9626 2.9276 0.000
C 2.2619 3.8100 2.3772 0.000
H 4.6236 4.2930 0.4898 0.000
H 6.7013 3.6543 1.6972 0.000
H 7.2046 0.3046 -0.6421 0.000
H 5.1502 0.7912 -1.9444 0.000
H 2.2893 -0.9667 -1.5624 0.006
H 4.1763 -2.2883 -2.3675 0.000
H 5.2149 -1.7799 -4.5854 0.000
H 4.2709 0.0232 -5.9978 0.000
H 2.3342 1.3279 -5.2035 0.000
H -0.4377 0.5576 -5.1117 0.001
H -1.2362 1.8903 -7.0114 0.000
H -1.0858 4.3609 -6.9477 0.000
H -0.1771 5.4756 -4.9329 0.000
H 0.5689 4.1374 -3.0081 0.000
H -0.2510 -1.0550 3.7623 -0.004
H 1.6245 -1.1309 5.0817 0.000
H 3.2721 -1.9772 3.6436 0.000
H 4.0940 -0.9287 1.6809 0.000
H 3.3176 1.1745 0.8184 -0.001
H 0.9770 5.1821 -0.4453 0.000
H 1.9801 7.1947 0.5171 0.000
H 3.1772 7.0708 2.6922 0.000
H 3.3185 4.8924 3.8896 0.000
H 2.3263 2.8708 2.9362 0.000
S -5.7009 0.6820 -1.5209 0.000
C -5.7830 -0.5077 -0.2928 0.006
C -4.6104 -0.6197 0.3821 0.024
C -3.5619 0.2642 -0.0616 -0.002
C -4.0298 1.0304 -1.0929 -0.002
C -3.3779 2.2232 -1.6183 0.001
C -3.9868 3.0898 -2.5369 0.000
C -3.4482 4.3412 -2.7562 0.000
C -2.3115 4.7158 -2.0615 0.000
C -1.7111 3.7612 -1.2608 0.001
N -2.1880 2.5317 -1.0697 0.000
H -6.6969 -1.0748 -0.1556 0.000
H -4.4820 -1.3273 1.1920 -0.003
H -4.9002 2.7810 -3.0318 0.000
H -3.9210 5.0282 -3.4519 0.000
H -1.8771 5.7023 -2.1643 0.000
H -0.7896 3.9830 -0.7331 -0.001
C -4.4462 0.8495 4.9941 0.000
O -4.1249 1.5980 3.8152 0.000
P -2.5906 1.4507 3.2498 -0.002
O -1.9336 2.4485 4.3282 -0.001
C -0.5769 2.9463 4.1458 0.000
O -2.7282 2.3983 1.9320 -0.006
C -3.2473 3.7287 1.9849 0.000
H -5.2992 1.3315 5.4665 0.000
H -3.6192 0.8356 5.7097 0.000
H -4.7162 -0.1792 4.7395 0.000
H 0.1756 2.2259 4.4666 0.000
H -0.4976 3.8527 4.7476 0.000
H -0.4074 3.2046 3.0986 0.000
H -2.6706 4.3369 1.2896 0.000
H -3.1628 4.1364 2.9884 0.000
H -4.2940 3.7142 1.6803 0.000
S 2.3839 1.1179 5.1011 0.000
C 0.5396 -0.3781 3.4251 -0.001
C -2.3502 -1.4385 -4.3707 -0.002
Si -0.7037 -1.6406 -3.4937 -0.006
C -0.8479 -3.1286 -2.4102 -0.007
C 0.5340 -2.0546 -4.8276 0.000
C -0.5135 -0.1017 -2.3750 -0.004
H -2.4647 -2.2801 -5.0664 0.000
H -2.4605 -0.5069 -4.9414 0.000
H -3.1729 -1.4829 -3.6436 0.001
H -1.1876 -3.9768 -3.0199 0.001
H -1.5707 -2.9647 -1.6001 0.020
H 0.1146 -3.3926 -1.9548 0.003
H 0.1224 -2.9356 -5.3422 0.000
H 1.5103 -2.3234 -4.4143 0.000
H 0.6870 -1.2660 -5.5716 0.000
H -0.3225 -0.6044 -1.4076 0.003
H -1.5000 0.3733 -2.3474 0.000

=====

Entry 2:
86
Properties=species:S:1:pos:R:3:mulliken_spin:R:1 method="wB97M-V/def2-TZVPD" multiplicity=2 de_lowest_kcal_mol=66.4 charge=+3 energy_ha=-3676.48445 e_lumo_ev="-8.9148 / -9.8449" mol_weight_g_mol=962.9
Ir -0.3230 -0.2356 -0.3390 0.035
C 2.7125 2.7188 -0.2240 -0.041
C 2.8805 2.9295 1.1719 0.313
C 2.2118 2.0801 2.0507 -0.068
C 1.5461 0.9627 1.6095 0.270
N 1.7207 0.5287 0.2110 -0.029
C 2.1182 1.6068 -0.6926 0.237
C 0.4590 0.3516 2.3665 0.029
C 0.3330 0.3677 3.7537 0.073
C -0.8652 -0.0289 4.3210 -0.016
C -1.9426 -0.3858 3.5138 0.055
C -1.7562 -0.4083 2.1448 -0.006
N -0.5547 -0.1204 1.6232 0.048
C -2.7793 -0.6536 1.1093 -0.003
C -4.1129 -0.8716 1.3877 0.001
C -5.0091 -1.0593 0.3423 0.001
C -4.5361 -1.0173 -0.9564 -0.002
C -3.1870 -0.7933 -1.1755 -0.001
N -2.3219 -0.6158 -0.1729 -0.002
H 3.0286 3.4725 -0.9339 0.003
H 3.4006 3.8021 1.5396 -0.025
H 2.1160 2.3631 3.0918 0.003
H 1.9201 1.3938 -1.7307 0.054
H 1.1560 0.6949 4.3734 0.002
H -0.9778 -0.0279 5.3970 0.000
H -2.8992 -0.6304 3.9518 0.000
H -4.4566 -0.8929 2.4121 0.000
H -6.0573 -1.2337 0.5458 0.000
H -5.1923 -1.1569 -1.8041 0.000
H -2.7768 -0.7530 -2.1681 0.000
C 4.5436 0.0159 0.6521 0.009
P 2.9857 -0.7024 0.1529 0.025
C 3.1685 -1.1695 -1.5543 0.008
C 2.5034 -1.9708 1.3187 0.016
C 3.3996 -2.2122 2.3621 0.020
C 3.1116 -3.1454 3.3490 0.000
C 1.9163 -3.8349 3.3047 0.000
C 1.0161 -3.6052 2.2669 0.000
C 1.2882 -2.6895 1.2601 0.009
P 0.1026 -2.4830 -0.1103 0.003
C 0.7777 -3.5224 -1.4268 0.000
C -1.3686 -3.4307 0.3593 0.000
H 4.5169 0.4293 1.6574 0.000
H 4.8023 0.7961 -0.0628 0.001
H 5.3080 -0.7624 0.5930 0.001
H 3.7466 -2.0953 -1.5943 -0.002
H 3.7349 -0.3858 -2.0604 -0.001
H 2.2025 -1.2762 -2.0480 -0.009
H 4.3392 -1.6834 2.4219 -0.004
H 3.8241 -3.3255 4.1424 0.000
H 1.6784 -4.5644 4.0676 0.000
H 0.0965 -4.1722 2.2547 0.000
H 0.6612 -4.5569 -1.1007 0.000
H 1.8322 -3.3418 -1.6050 0.000
H 0.2283 -3.3715 -2.3488 0.000
H -1.1046 -4.4811 0.4744 0.000
H -2.0864 -3.3587 -0.4592 0.000
H -1.8338 -3.0768 1.2766 0.000
O -0.7323 1.8638 -0.0250 0.000
S -1.1530 3.1328 -0.8247 0.003
C -2.9524 3.1986 -0.6807 0.001
C -3.2457 3.7500 0.7078 0.000
C -2.2903 4.9276 0.8691 0.001
C -0.9101 4.4364 0.4224 0.002
H -3.3281 2.1997 -0.8955 0.000
H -3.2901 3.8746 -1.4704 0.000
H -3.0475 2.9855 1.4641 0.000
H -4.2884 4.0505 0.7981 0.000
H -2.2493 5.2986 1.8918 0.000
H -2.6120 5.7558 0.2365 0.000
H -0.3629 3.9292 1.2185 -0.003
H -0.2799 5.2108 -0.0114 0.000
F -2.1088 -1.0717 -4.0393 0.000
C -0.8072 -1.1462 -4.3847 0.001
F -0.3811 -2.3542 -4.0061 0.000
F -0.7351 -1.0744 -5.6996 0.000
C 0.0192 -0.0201 -3.6702 -0.012
O 0.3188 -0.2892 -2.3587 -0.007
C -0.7355 1.3235 -3.8509 0.005
F 0.0812 2.3507 -3.6011 0.001
F -1.7444 1.3923 -2.9431 0.000
F -1.2675 1.4830 -5.0466 0.000
C 1.3878 0.0790 -4.4381 0.001
F 1.2710 0.6122 -5.6387 0.000
F 2.2654 0.8289 -3.7414 0.000
F 1.9324 -1.1385 -4.5448 0.000

=====

Entry 3:
37
Properties=species:S:1:pos:R:3:mulliken_spin:R:1 method="wB97M-V/def2-TZVPD" multiplicity=7 de_lowest_kcal_mol=0.0 charge=+4 energy_ha=-3849.17029 e_lumo_ev="-14.4352 / -17.1390" mol_weight_g_mol=878.0
I -0.4608 3.3863 -1.2791 0.952
I -3.5417 0.6039 -2.4525 1.690
Au -0.8616 -2.1946 -0.6173 0.479
Co 0.4346 1.3959 -0.1451 1.123
S -0.5068 -0.1333 -1.6411 0.260
C 1.8091 1.7377 -1.2578 0.020
C 1.8438 1.2435 0.9087 -0.028
C 0.2039 -0.6500 -3.2390 0.038
C -0.8255 -1.4269 -4.0470 0.019
C 1.4048 -1.5073 -2.8752 -0.004
C 0.6024 0.5834 -4.0348 0.038
C -1.2234 -3.0299 1.1373 0.221
C -1.2354 -4.1516 -0.7099 0.230
O 2.7076 1.2028 1.6734 -0.013
O 2.8782 1.8604 -1.7097 -0.013
O -1.5256 -3.3769 2.1955 -0.014
O -1.3816 -5.2863 -0.6005 -0.001
H -0.3470 -1.7751 -4.9758 0.005
H -1.6863 -0.7942 -4.2858 0.008
H -1.1874 -2.2884 -3.4868 -0.010
H 1.7913 -1.9691 -3.7876 0.014
H 1.0867 -2.2871 -2.1789 -0.004
H 2.1707 -0.9073 -2.3788 -0.005
H 0.9588 0.2596 -5.0244 0.001
H 1.3872 1.1705 -3.5566 -0.010
H -0.2472 1.2592 -4.1693 -0.012
F 0.7475 3.8489 2.0430 0.056
C -0.0184 2.8245 2.5006 0.173
C -0.4506 1.8093 1.6474 0.056
C -1.4112 0.9404 2.1367 0.200
F -2.1965 0.1421 1.3444 0.019
C -1.7005 0.8795 3.5158 0.208
F -2.4356 -0.1339 4.0164 0.048
C -1.1359 1.8048 4.3808 -0.021
F -1.3808 1.7865 5.7076 -0.009
C -0.3616 2.8344 3.8568 0.228
F 0.0042 3.8939 4.6250 0.057

=====

Entry 4:
20
Properties=species:S:1:pos:R:3:mulliken_spin:R:1 method="wB97M-V/def2-TZVPD" multiplicity=2 de_lowest_kcal_mol=138.0 charge=+1 energy_ha=-381.94741 e_lumo_ev="-5.5544 / -7.4564" mol_weight_g_mol=116.2
N 3.3912 -0.5646 1.8321 -1.034
C -0.8450 0.7147 -2.2240 0.487
C -1.4767 0.4863 -1.0117 0.050
N -0.7637 -0.5580 -0.1564 0.722
C 0.6885 -0.8045 -0.2961 0.007
C 1.5100 0.3981 0.2025 0.096
C -1.2262 -0.5538 1.2517 -0.020
O -2.4371 1.0894 -0.4674 0.458
H 3.1677 -0.3462 2.7632 0.015
H 4.1852 -1.1522 1.7918 0.017
H -1.2224 1.6591 -2.5692 0.019
H -0.1380 0.1310 -2.7206 0.040
H 1.0557 -1.6228 0.3123 0.012
H 0.8491 -1.0980 -1.3567 0.009
H 0.9507 0.8963 1.0305 -0.006
H 2.0820 1.0350 -0.4551 -0.003
H 2.4280 -0.0632 0.8734 0.078
H -1.0926 -1.5122 1.6582 0.014
H -2.2411 -0.3635 1.2256 0.011
H -0.8228 0.1344 1.9218 0.028